(1)
Computed, not measured: a 2-piece molecular cluster, C4H14NS2 overall, with wB97M-V/def2-TZVPD.

Charge: +1
Energy above the lowest of the compared OMol25 structures with the same formula, charge and spin (eV): 1.029
LUMO level (eV): -3.428
Kohn-Sham gap (eV): 9.3

Last column: natural (NBO) charge in e.
Element x y z (Å)
1 C -1.848 0.796 -1.460  -0.740
2 S -0.117 1.291 -1.752  0.145
3 C 0.424 0.436 -3.279  -0.756
4 H -1.979 -0.256 -1.662  0.215
5 H -2.481 1.324 -2.178  0.247
6 H -2.098 0.976 -0.409  0.236
7 H 1.500 0.202 -3.145  0.233
8 H -0.091 -0.551 -3.481  0.234
9 H 0.328 1.108 -4.164  0.250
10 C 0.075 -0.320 1.459  -0.247
11 C 0.771 -0.621 2.815  -0.523
12 S -0.140 -0.054 4.347  0.042
13 N 0.894 -0.802 0.330  -0.691
14 H -0.140 0.743 1.406  0.239
15 H -0.827 -0.941 1.423  0.226
16 H 1.745 -0.168 2.690  0.206
17 H 0.910 -1.697 2.915  0.228
18 H -0.225 1.220 3.955  0.125
19 H 0.388 -0.640 -0.576  0.462
20 H 1.142 -1.781 0.432  0.432
21 H 1.770 -0.266 0.333  0.438

(2)
Computed, not measured: C5H8O2 as an isolated structure, with wB97M-V/def2-TZVPD.

Charge: 0
Energy above the lowest of the compared OMol25 structures with the same formula, charge and spin (eV): 1.519
LUMO level (eV): 0.900
Kohn-Sham gap (eV): 10.5

Last column: natural (NBO) charge in e.
Element x y z (Å)
1 O -1.927 0.263 1.091  -0.722
2 C -1.262 0.255 -0.155  -0.078
3 C -0.109 -0.742 -0.090  -0.225
4 C 0.908 -0.341 1.026  -0.501
5 C 1.360 0.623 -0.052  0.596
6 O 1.371 1.828 -0.039  -0.541
7 C 0.930 -0.325 -1.170  -0.504
8 H -2.437 1.077 1.158  0.474
9 H -1.950 -0.016 -0.970  0.168
10 H -0.811 1.242 -0.410  0.182
11 H -0.415 -1.790 -0.085  0.227
12 H 0.534 0.086 1.956  0.241
13 H 1.612 -1.159 1.208  0.228
14 H 0.563 0.132 -2.092  0.223
15 H 1.635 -1.132 -1.376  0.231

(3)
Computed, not measured: C2H3AuLiO as an isolated structure, with wB97M-V/def2-TZVPD.

Charge: +2
Expectation value of S²: 3.77
Energy above the lowest of the compared OMol25 structures with the same formula, charge and spin (eV): 1.472
LUMO level (alpha / beta) (eV): -10.407 / -13.710
Spin multiplicity: 4
Kohn-Sham gap (alpha / beta) (eV): 6.5 / 8.7

Last column: natural (NBO) charge in e.
Element x y z (Å)
1 O 0.788 0.541 2.308  -0.149
2 C 0.723 -0.329 1.533  0.598
3 Au 0.521 1.219 -1.714  0.557
4 Li -1.620 0.891 -2.029  0.945
5 H 1.174 -1.258 1.241  0.303
6 C -0.328 -0.001 -0.361  -0.711
7 H 0.045 -0.784 -1.021  0.210
8 H -1.302 -0.280 0.045  0.246

(4)
Computed, not measured: C47H63HfI2N2O7 as an isolated structure, with wB97M-V/def2-TZVPD.

Charge: +1
Energy above the lowest of the compared OMol25 structures with the same formula, charge and spin (eV): 1.621
LUMO level (eV): -3.659
Kohn-Sham gap (eV): 6.9

Last column: Mulliken charge in e.
Element x y z (Å)
1 Hf -0.016 -0.492 -0.112  1.098
2 C 1.024 0.869 -2.884  -1.211
3 O 0.336 -0.154 -2.131  1.072
4 C -0.332 -1.072 -2.987  -0.645
5 C -1.617 -0.768 -3.445  1.015
6 C -2.421 0.341 -2.821  -0.680
7 C -3.330 -0.303 -1.796  1.061
8 C -4.539 -0.852 -2.193  -0.623
9 C -5.393 -1.505 -1.309  -0.040
10 C -4.995 -1.561 0.019  -0.217
11 C -3.804 -1.002 0.456  -0.537
12 C -3.475 -0.998 1.921  -1.262
13 C -2.590 -2.090 2.473  0.324
14 C -2.751 -2.391 3.818  -1.167
15 C -1.889 -3.232 4.509  -0.004
16 C -0.797 -3.733 3.815  -0.530
17 C -0.591 -3.466 2.464  0.037
18 C 0.738 -3.910 1.890  -1.245
19 C 0.835 -4.270 0.433  -0.189
20 C 0.791 -5.601 0.048  -0.445
21 C 1.014 -6.003 -1.265  -0.156
22 C 1.306 -5.005 -2.182  -0.701
23 C 1.353 -3.665 -1.831  0.793
24 C 1.660 -2.618 -2.877  -1.109
25 C 0.346 -2.193 -3.466  0.054
26 C -0.262 -2.981 -4.436  -0.335
27 C -1.509 -2.670 -4.958  -0.181
28 C -2.178 -1.575 -4.420  -0.735
29 C -2.140 -3.445 -6.100  1.979
30 C -2.249 -2.500 -7.305  -1.749
31 C -3.534 -3.937 -5.686  -1.738
32 C -1.307 -4.659 -6.514  -2.274
33 C 1.087 -3.266 -0.517  0.127
34 O 1.159 -1.962 -0.166  -0.507
35 C 0.991 -7.479 -1.628  2.062
36 C 2.097 -8.195 -0.841  -1.717
37 C -0.374 -8.073 -1.251  -1.655
38 C 1.226 -7.720 -3.121  -2.005
39 C -1.528 -2.681 1.778  0.175
40 O -1.350 -2.433 0.399  0.686
41 C -2.027 -3.416 -0.398  -1.063
42 C -2.142 -3.502 5.980  2.012
43 C -1.138 -4.488 6.580  -2.104
44 C -2.032 -2.176 6.748  -1.580
45 C -3.550 -4.090 6.148  -1.644
46 C -2.928 -0.385 -0.453  -0.357
47 O -1.767 0.135 -0.021  -0.514
48 C -6.697 -2.109 -1.808  1.994
49 C -6.381 -3.256 -2.780  -1.491
50 C -7.554 -2.667 -0.668  -2.213
51 C -7.512 -1.033 -2.537  -1.703
52 H 0.484 1.073 -3.810  0.342
53 H 2.034 0.540 -3.142  0.314
54 H 1.054 1.781 -2.284  0.258
55 H -3.025 0.840 -3.581  1.130
56 H -1.779 1.070 -2.326  -0.839
57 H -4.820 -0.752 -3.230  0.458
58 H -5.619 -2.033 0.761  0.715
59 H -4.411 -0.999 2.483  0.767
60 H -2.959 -0.054 2.143  0.367
61 H -3.570 -1.927 4.345  0.640
62 H -0.062 -4.339 4.320  0.687
63 H 1.081 -4.762 2.481  0.652
64 H 1.456 -3.094 2.052  0.359
65 H 0.606 -6.341 0.814  0.644
66 H 1.531 -5.253 -3.205  0.546
67 H 2.300 -3.048 -3.648  1.024
68 H 2.178 -1.779 -2.408  -0.319
69 H 0.278 -3.839 -4.796  0.526
70 H -3.158 -1.318 -4.786  0.564
71 H -2.856 -1.630 -7.075  0.318
72 H -2.701 -3.018 -8.146  0.447
73 H -1.260 -2.159 -7.604  0.402
74 H -4.213 -3.109 -5.506  0.373
75 H -3.469 -4.538 -4.781  0.326
76 H -3.958 -4.551 -6.476  0.551
77 H -0.322 -4.359 -6.862  0.432
78 H -1.804 -5.174 -7.332  0.445
79 H -1.204 -5.360 -5.689  0.437
80 H 1.923 -8.136 0.230  0.319
81 H 3.066 -7.751 -1.056  0.361
82 H 2.129 -9.245 -1.122  0.497
83 H -0.579 -7.954 -0.191  0.329
84 H -0.396 -9.136 -1.478  0.463
85 H -1.169 -7.588 -1.814  0.354
86 H 2.201 -7.349 -3.430  0.396
87 H 0.452 -7.248 -3.721  0.319
88 H 1.200 -8.787 -3.325  0.457
89 H -3.105 -3.371 -0.222  0.321
90 H -1.654 -4.418 -0.169  0.319
91 H -1.824 -3.196 -1.446  0.049
92 H -0.125 -4.090 6.552  0.382
93 H -1.166 -5.440 6.057  0.438
94 H -1.396 -4.670 7.620  0.452
95 H -1.043 -1.741 6.618  0.331
96 H -2.191 -2.356 7.807  0.457
97 H -2.770 -1.453 6.411  0.337
98 H -3.625 -5.036 5.617  0.378
99 H -4.315 -3.419 5.769  0.318
100 H -3.748 -4.272 7.201  0.476
101 H -5.816 -4.040 -2.278  0.320
102 H -5.799 -2.902 -3.626  0.203
103 H -7.301 -3.692 -3.162  0.506
104 H -7.053 -3.489 -0.161  0.383
105 H -8.491 -3.048 -1.070  0.442
106 H -7.794 -1.892 0.056  0.447
107 H -7.006 -0.691 -3.435  0.303
108 H -7.675 -0.176 -1.887  0.407
109 H -8.479 -1.435 -2.828  0.465
110 N 0.504 -0.594 2.363  -0.360
111 N -0.060 0.694 2.552  -0.201
112 C 0.201 1.648 1.564  0.180
113 O -0.107 2.803 1.738  -0.724
114 O 0.774 1.172 0.503  -0.677
115 H -0.047 -1.281 2.886  -0.028
116 H 1.467 -0.634 2.723  0.338
117 H -0.112 1.061 3.499  0.324
118 O -0.786 2.552 -1.035  -0.474
119 H -1.529 3.095 -1.317  0.246
120 H -0.505 2.944 -0.194  0.204
121 I 3.248 0.244 -0.053  0.360
122 I 5.268 -1.311 -0.941  -0.144

(5)
Computed, not measured: C3O2Ru as an isolated structure, with wB97M-V/def2-TZVPD.

Charge: +1
Expectation value of S²: 8.80
LUMO level (alpha / beta) (eV): -6.824 / -8.656
Spin multiplicity: 6
Kohn-Sham gap (alpha / beta) (eV): 7.8 / 4.8

Last column: natural (NBO) charge in e.
Element x y z (Å)
1 C -1.697 0.619 -0.018  0.107
2 C -1.504 -0.704 -0.002  0.269
3 O -0.086 -1.029 0.029  -0.462
4 C 0.656 0.056 0.058  0.308
5 O -0.057 1.108 0.034  -0.443
6 Ru 2.688 -0.049 -0.100  1.221

(6)
Computed, not measured: one molecule with the formula C5H7NS, with wB97M-V/def2-TZVPD.

Charge: 0
SMILES: C=CN(C=C)C=S
Energy above the lowest of the compared OMol25 structures with the same formula, charge and spin (eV): 1.468
LUMO level (eV): 0.393
Kohn-Sham gap (eV): 8.8

Last column: natural (NBO) charge in e.
Element x y z (Å)
1 C -0.728 -2.030 0.135  -0.367
2 C -0.752 -0.719 0.293  -0.040
3 C 0.584 1.301 0.251  -0.003
4 C 0.720 1.360 1.564  -0.451
5 C 0.160 0.193 -1.814  -0.065
6 H -0.085 -2.524 -0.574  0.222
7 H -1.359 -2.649 0.773  0.211
8 H -1.370 -0.251 1.040  0.205
9 H 0.897 2.150 -0.368  0.208
10 H 0.432 0.552 2.229  0.211
11 H 1.120 2.268 2.013  0.218
12 H 0.739 1.022 -2.173  0.191
13 N 0.013 0.222 -0.460  -0.442
14 S -0.371 -0.896 -2.909  -0.097

(7)
Computed, not measured: C19H25BeF3N8O3 as an isolated structure, with wB97M-V/def2-TZVPD.

Charge: +2
LUMO level (alpha / beta) (eV): -8.105 / -8.629
Kohn-Sham gap (alpha / beta) (eV): 5.0 / 4.5

Last column: natural (NBO) charge in e.
Element x y z (Å)
1 Be -0.756 -1.008 -0.355  1.589
2 C 1.235 0.700 1.442  -0.709
3 C 1.742 -0.247 0.414  0.444
4 N 0.989 -1.008 -0.355  -0.695
5 C 1.847 -1.732 -1.136  -0.071
6 C 3.150 -1.409 -0.848  -0.042
7 N 3.074 -0.446 0.126  -0.321
8 C 4.215 0.181 0.765  -0.044
9 N 4.262 1.614 0.581  -0.229
10 N 4.270 2.419 1.664  -0.019
11 N 4.349 3.670 1.232  -0.187
12 C 4.411 3.645 -0.135  0.021
13 C 4.508 4.691 -1.063  -0.154
14 C 4.558 4.374 -2.426  -0.218
15 C 4.514 3.044 -2.853  -0.173
16 C 4.419 1.987 -1.939  -0.282
17 C 4.368 2.329 -0.584  0.140
18 H 0.177 0.509 1.644  0.268
19 H 1.328 1.733 1.092  0.250
20 H 1.779 0.592 2.385  0.272
21 H 1.480 -2.449 -1.859  0.236
22 H 4.086 -1.774 -1.246  0.260
23 H 5.137 -0.238 0.349  0.237
24 H 4.169 -0.052 1.834  0.254
25 H 4.541 5.722 -0.726  0.245
26 H 4.628 5.174 -3.160  0.238
27 H 4.547 2.825 -3.919  0.232
28 H 4.373 0.960 -2.284  0.216
29 C -4.609 0.186 0.446  -0.238
30 C -3.057 0.147 0.420  -0.278
31 N -2.516 -1.008 -0.355  -0.586
32 C -3.057 -0.916 -1.742  -0.271
33 C -4.609 -0.912 -1.789  -0.241
34 N -5.135 -1.008 -0.355  -0.337
35 C -4.609 -2.299 0.279  -0.244
36 C -3.057 -2.257 0.259  -0.261
37 H -5.008 1.088 -0.027  0.249
38 H -5.007 0.090 1.461  0.254
39 H -2.674 0.111 1.447  0.275
40 H -2.674 1.084 -0.004  0.237
41 H -2.674 -1.751 -2.342  0.252
42 H -2.674 -0.008 -2.225  0.241
43 H -5.008 -1.773 -2.334  0.253
44 H -5.007 0.015 -2.214  0.250
45 H -6.162 -1.008 -0.355  0.462
46 H -5.007 -3.130 -0.312  0.250
47 H -5.008 -2.341 1.297  0.250
48 H -2.674 -3.129 -0.286  0.265
49 H -2.674 -2.358 1.282  0.261
50 F -1.904 -1.354 3.944  -0.314
51 C -0.890 -2.125 3.459  0.899
52 F 0.278 -1.616 3.944  -0.299
53 F -1.039 -3.370 3.992  -0.285
54 C -0.891 -2.138 1.895  0.705
55 O -1.027 -3.268 1.324  -0.537
56 O -0.756 -1.008 1.318  -0.861
57 O -0.756 1.954 -0.355  -0.075
58 N -0.756 0.738 -0.355  0.056
59 H -0.756 -2.436 -0.355  -0.087

(8)
Computed, not measured: a 2-piece molecular cluster, C2H9N3 overall, with wB97M-V/def2-TZVPD.

Charge: 0
SMILES: C=N.NCN
Energy above the lowest of the compared OMol25 structures with the same formula, charge and spin (eV): 1.455
LUMO level (eV): 1.039
Kohn-Sham gap (eV): 9.7

Last column: natural (NBO) charge in e.
Element x y z (Å)
1 C 1.503 1.819 1.365  -0.022
2 N 0.251 1.686 1.326  -0.628
3 H 2.139 0.944 1.299  0.162
4 H 2.072 2.748 1.417  0.145
5 H -0.321 2.503 1.531  0.346
6 N -0.876 -0.185 -1.602  -0.843
7 C -0.366 -1.468 -1.207  -0.061
8 N -0.337 -1.768 0.270  -0.865
9 H -1.847 -0.108 -1.325  0.348
10 H -0.392 0.614 -1.214  0.361
11 H -0.964 -2.187 -1.772  0.177
12 H 0.694 -1.546 -1.405  0.176
13 H -0.333 -0.873 0.758  0.364
14 H -1.223 -2.178 0.559  0.340

Ordered strongest force on any atom results: 2.70; 0.81; 4.87; 3.25; 3.39; 0.72; 9.09; 1.45; unit eV Å⁻¹.